19
Properties=species:S:1:pos:R:3 method="wB97M-V/def2-TZVPD" e_above_lowest_kj_mol=137.26 charge=+1 e_lumo_ev=-3.97
C 1.8605 1.2585 -0.1588
C 0.9992 -0.2412 1.3563
C -0.0578 0.0633 0.2583
C -1.9559 -0.7427 -1.2514
C -0.8101 -1.1457 -0.3684
N 0.7251 0.8837 -0.7238
N 2.0077 0.6948 1.0366
O -0.8630 0.9736 1.0215
F 1.4669 -1.4329 1.2173
H 2.5780 1.9473 -0.6307
H 0.4351 0.0141 2.7140
H -2.8707 -1.3284 -1.2075
H -1.5892 -0.6542 -2.2960
H -2.3722 0.3030 -0.8399
H -0.0811 -1.7979 -0.8559
H -0.9909 -1.8728 0.4310
H 0.1909 1.0231 -1.6186
H 2.9052 0.7906 1.4761
H -1.5775 1.2638 0.4399

***

18
Properties=species:S:1:pos:R:3 method="wB97M-V/def2-TZVPD" e_above_lowest_kj_mol=90.03 charge=0 e_lumo_ev=0.96
C -2.2991 -0.5234 0.0628
C -0.9400 -0.4396 -0.6013
N 0.1916 -1.0924 0.0261
C 0.6603 0.2786 0.5367
C 2.1887 0.4640 0.4024
O 2.6244 -0.1120 -0.7497
C -0.2187 0.9572 -0.4839
F -1.0367 1.9872 -0.1138
H -3.0308 0.0401 -0.5378
H -2.3381 -0.2487 1.1365
H -2.6269 -1.5869 0.0836
H -1.0944 -0.7011 -1.6536
H 0.0647 -1.6598 0.8786
H 0.3052 0.4547 1.5779
H 2.4057 1.5452 0.4053
H 2.7283 0.1171 1.3207
H 2.0246 -0.8478 -0.9379
H 0.3912 1.3676 -1.3526